114
Properties=species:S:1:pos:R:3:forces:R:3 method="wB97M-V/def2-TZVPD" orbital_gap_ha="0.22417 / 0.21385" mol_weight_g_mol=955.668 multiplicity=2 total_charge=+2 homo_ev="-11.703 / -11.406"
V 2.18696 -0.89675 0.22258 -0.909 -0.632 1.394
C 2.23567 2.01286 2.00635 0.063 -0.029 -0.032
C 2.28919 2.18703 0.52268 -0.146 -0.360 -0.138
C 2.44002 3.44341 -0.02112 0.013 0.184 -0.028
C 2.42131 3.63049 -1.39879 0.039 0.125 0.092
C 2.24877 2.53246 -2.20243 -0.132 -0.056 -0.109
C 2.13957 1.27658 -1.61706 0.027 -0.134 0.219
N 2.17158 1.07862 -0.26454 0.040 0.856 -0.509
C 2.19898 0.05955 -2.41399 0.146 -0.238 0.203
C 2.09503 -0.01870 -3.80135 0.017 0.119 -0.002
C 2.40124 -1.20534 -4.42386 0.077 -0.174 -0.023
C 2.83796 -2.29616 -3.66013 0.006 0.006 -0.290
C 2.87222 -2.18794 -2.29373 -0.179 0.232 0.348
N 2.49868 -1.03736 -1.67731 0.206 0.046 -1.406
C 3.23074 -3.30877 -1.38546 -0.339 0.247 0.070
C 4.14011 -4.26091 -1.77618 0.106 -0.131 -0.051
C 4.36432 -5.34476 -0.93599 0.093 -0.042 -0.073
C 3.61602 -5.45087 0.21165 -0.041 -0.075 0.079
C 2.71336 -4.44348 0.55928 -0.059 0.176 -0.072
C 1.83441 -4.65760 1.75500 0.046 -0.065 -0.029
N 2.57295 -3.33646 -0.19244 0.202 0.049 -0.217
H 2.21067 2.98357 2.49543 0.023 0.006 0.038
H 3.10456 1.46151 2.37343 -0.017 -0.002 -0.042
H 1.33889 1.46405 2.29379 -0.021 0.014 -0.044
H 2.55430 4.28714 0.64675 -0.014 -0.007 -0.026
H 2.53814 4.61809 -1.82603 -0.021 -0.027 0.029
H 2.22287 2.63092 -3.27856 0.034 0.004 0.036
H 1.77704 0.84186 -4.37431 0.038 -0.036 0.007
H 2.31985 -1.29400 -5.49904 0.015 -0.013 0.022
H 3.11097 -3.22857 -4.13531 -0.022 0.033 -0.021
H 4.67722 -4.15394 -2.70889 -0.031 -0.022 0.024
H 5.09399 -6.10198 -1.19476 -0.046 0.018 -0.001
H 3.70429 -6.31747 0.85444 0.021 0.039 0.002
H 2.41693 -4.95148 2.62999 -0.015 0.010 -0.015
H 1.15098 -5.48327 1.53953 0.027 0.010 0.001
H 1.23658 -3.78904 1.99448 -0.041 0.023 -0.025
C 1.81321 -0.21844 4.33218 -0.002 0.151 -0.046
Se 1.91558 -1.43957 2.83440 0.184 -0.363 0.132
C 3.76736 -2.02282 3.12347 -0.015 0.141 0.011
C 4.81442 -1.06335 2.58431 -0.043 -0.018 0.036
Se 4.65967 -0.89307 0.64324 0.451 -0.164 0.205
C 5.51369 0.82524 0.40333 -0.011 0.039 0.015
H 1.92610 -0.82467 5.22536 -0.017 0.036 0.058
H 0.82615 0.23733 4.31594 -0.002 0.012 0.021
H 2.58092 0.54595 4.27364 -0.009 0.014 0.069
H 3.85253 -3.00736 2.66752 0.023 -0.022 -0.020
H 3.88571 -2.14060 4.19931 0.010 -0.045 0.032
H 5.81564 -1.42723 2.80552 0.031 -0.025 0.035
H 4.70742 -0.06632 3.00838 -0.004 0.023 0.041
H 4.94026 1.60926 0.88853 0.018 0.029 0.009
H 5.56814 1.00526 -0.66698 -0.002 0.016 -0.021
H 6.51636 0.75772 0.81429 0.030 0.045 -0.011
C -4.58423 0.39716 1.25647 -0.144 -0.138 -0.053
C -4.38158 1.20392 -0.02877 -0.130 0.297 0.064
C -4.49904 0.29307 -1.24952 -0.174 -0.089 0.008
C -5.47773 2.27648 -0.08595 -0.061 -0.164 -0.028
Sb -2.29048 1.86762 -0.03371 0.125 -0.173 0.056
C -2.15833 3.27161 -1.71886 -0.265 0.063 -0.036
C -1.62667 2.39183 -2.85586 0.065 0.133 -0.145
C -3.46981 3.92001 -2.15792 0.070 0.013 -0.069
C -1.15080 4.36846 -1.40641 0.084 0.042 -0.177
C -2.10794 2.96502 1.86268 -0.174 0.072 -0.031
C -1.87193 1.86322 2.90233 0.044 0.060 0.138
C -0.86591 3.85145 1.81008 0.077 0.022 0.190
C -3.32035 3.80560 2.25762 0.114 0.053 0.129
H -5.46860 -0.24420 1.14926 0.029 0.054 0.018
H -4.76330 1.04628 2.11427 0.015 0.007 -0.016
H -3.73929 -0.24916 1.50505 -0.015 -0.019 -0.017
H -5.50405 -0.14672 -1.29139 0.059 0.018 -0.009
H -3.77787 -0.52797 -1.21667 -0.011 0.017 0.004
H -4.34363 0.83711 -2.18504 -0.007 -0.007 0.031
H -6.44773 1.80858 0.12765 0.072 -0.009 -0.013
H -5.56244 2.73416 -1.06646 0.016 0.013 -0.024
H -5.33784 3.06938 0.64495 0.013 -0.002 0.006
H -2.33845 1.60976 -3.13769 0.021 0.023 0.026
H -0.68589 1.90209 -2.58218 -0.010 0.016 0.002
H -1.44560 3.00768 -3.74784 -0.025 -0.047 0.056
H -4.19424 3.18204 -2.50011 0.001 0.003 0.002
H -3.28075 4.59391 -3.00402 0.029 -0.035 0.058
H -3.92780 4.51320 -1.36487 0.008 -0.030 0.003
H -0.19429 3.96709 -1.06637 -0.019 0.010 0.035
H -1.52284 5.05894 -0.65242 -0.034 0.021 -0.009
H -0.96347 4.95634 -2.31553 0.020 -0.054 0.038
H -1.05632 1.19200 2.60539 0.006 0.044 0.003
H -2.75680 1.24848 3.06699 0.006 0.001 -0.014
H -1.60641 2.31874 3.86660 -0.030 -0.037 -0.067
H -0.03256 3.37503 1.28672 -0.013 -0.009 0.022
H -0.53524 4.07639 2.83399 -0.025 0.000 -0.073
H -1.06313 4.80258 1.32255 0.001 0.015 -0.020
H -4.21490 3.20006 2.39481 0.008 -0.009 0.001
H -3.53845 4.57816 1.51690 -0.003 -0.029 0.000
H -3.13093 4.31384 3.21253 0.021 -0.023 -0.057
C -1.98332 -3.20944 2.72725 -0.025 0.038 0.016
C -2.52788 -3.49081 1.33099 0.110 0.026 0.024
C -2.16905 -2.38245 0.34119 -0.095 0.046 0.109
S -0.43903 -2.49743 -0.13850 0.113 0.439 0.405
O 0.10715 -1.04048 -0.01843 0.405 -0.831 -0.274
C -0.64248 -2.81095 -1.89043 -0.044 0.190 -0.146
C -1.22223 -1.60978 -2.66267 -0.022 -0.140 -0.071
C -2.45389 -1.98515 -3.48248 0.010 -0.006 -0.029
H -2.14642 -4.05183 3.39929 -0.014 0.018 -0.037
H -2.47289 -2.33470 3.16231 0.027 -0.018 -0.025
H -0.90749 -3.00774 2.70451 -0.006 -0.022 -0.011
H -3.61419 -3.58141 1.35656 -0.012 0.008 0.020
H -2.15105 -4.45211 0.96595 -0.044 0.024 -0.034
H -2.24119 -1.38895 0.78531 -0.060 0.006 -0.015
H -2.78175 -2.41066 -0.55734 -0.016 0.041 -0.009
H -1.29798 -3.68731 -1.92337 0.022 0.007 -0.008
H 0.33507 -3.12598 -2.25546 -0.003 0.011 -0.022
H -0.44940 -1.22056 -3.32715 0.016 -0.002 0.034
H -1.45312 -0.79472 -1.97169 -0.006 0.016 0.027
H -2.24713 -2.82311 -4.15122 0.004 0.023 0.009
H -2.78017 -1.14553 -4.09695 -0.002 -0.003 0.034
H -3.29344 -2.26881 -2.84347 0.029 -0.017 -0.009